Entry 1:
Density functional theory data (the ωB97M-V functional and the def2-TZVPD basis) for C27H29InN5O2S as an isolated structure in a non-equilibrium geometry.

Geometry as ORCA input:
```
! RIJCOSX wB97M-V def2-TZVPD def2/J DEFGRID3
* xyz 1 1
In -0.84795 0.27921 -0.74055
C -3.34534 -3.20899 3.50913
C -2.67208 -3.81773 2.29549
N -2.96722 -3.14683 1.08090
C -2.43400 -1.96092 0.76864
S -2.76517 -1.19615 -0.78966
N -1.65612 -1.47938 1.72583
N -1.06673 -0.29301 1.43601
C -0.38460 0.32150 2.32865
C -0.29095 -0.11677 3.74001
C 0.26892 1.56313 1.88912
C 0.90981 2.40089 2.78308
C 1.47423 3.58660 2.30732
C 1.35497 3.92520 0.96387
C 0.69511 2.98380 0.15111
N 0.16137 1.86496 0.59049
H -3.32349 -3.93790 4.33499
H -4.44229 -3.02737 3.38118
H -2.87547 -2.26305 3.69295
H -3.03505 -4.83984 2.13887
H -1.58969 -3.85553 2.44594
H -3.49524 -3.65519 0.42753
H -0.79533 -1.04551 3.94640
H -0.73616 0.67967 4.35155
H 0.76054 -0.19334 4.01222
H 1.07223 2.03626 3.78632
H 1.91024 4.20644 3.04971
H 1.82438 4.75630 0.43673
H 0.60855 3.21805 -0.93516
C 3.15688 0.58121 0.14953
C 2.24466 -0.59824 0.27432
C 1.48070 -1.11814 -0.78950
C 0.70128 -2.26729 -0.61178
C 0.05958 -2.99212 -1.79249
C 0.63328 -2.85945 0.66027
C 1.42578 -2.40123 1.70721
C 1.38681 -3.16030 2.99178
C 2.25508 -1.29978 1.46402
H 4.18278 0.20573 0.40865
H 2.87067 1.33406 0.93649
H 3.21164 1.01519 -0.83412
H 1.65103 -0.75161 -1.80032
H 0.67692 -3.92127 -1.98066
H 0.16739 -2.45470 -2.73784
H -0.97753 -3.22339 -1.69913
H -0.02283 -3.67275 0.79500
H 0.78960 -3.99914 2.81631
H 0.86179 -2.65630 3.79929
H 2.37803 -3.46444 3.33618
H 2.95373 -0.97490 2.23965
O 1.85123 0.76196 -3.50981
C 0.79691 1.33821 -3.47029
N -0.22220 1.19541 -2.53597
C -1.22063 2.08701 -2.73522
O -2.19588 2.10167 -1.98270
C -0.93728 2.87450 -4.03615
C -1.60713 3.88466 -4.66946
C -0.97125 4.49274 -5.74536
C 0.25425 4.01648 -6.19443
C 0.92868 2.94351 -5.54131
C 0.31872 2.42125 -4.43922
H -2.47574 4.37743 -4.26382
H -1.48836 5.23840 -6.30472
H 0.66992 4.51786 -7.07397
H 1.89400 2.64327 -5.93910
*
```

The energy above the lowest of the compared OMol25 structures with the same formula, charge and spin comes out at 0.0 kcal/mol. Its HOMO energy is -11.1 eV.

=====

Entry 2:
Density functional theory data (the ωB97M-V functional and the def2-TZVPD basis) for C27H30CaCl2N5O4S as an isolated structure in a non-equilibrium geometry.

Geometry as ORCA input:
```
! RIJCOSX wB97M-V def2-TZVPD def2/J DEFGRID3
* xyz -1 1
Ca -0.68852 1.08572 -0.12382
O 0.65288 2.60104 0.05003
C 1.30665 3.20497 0.96831
C 2.39094 4.07032 0.63849
C 3.10650 4.75059 1.59591
C 2.79650 4.61947 2.95401
C 1.77880 3.76077 3.31218
C 1.04708 3.02778 2.37165
C 0.06568 2.07692 2.87586
N -0.59792 1.26100 2.16458
C -1.53054 0.33391 2.77584
C -1.43133 -1.03202 2.08141
N -1.43749 -0.87122 0.63972
C -1.98942 -1.74674 -0.09949
C -1.93036 -1.79240 -1.55128
C -2.72807 -2.74651 -2.19603
C -2.73420 -2.90238 -3.56510
C -1.89453 -2.08091 -4.32840
C -1.07872 -1.15171 -3.73043
C -1.05323 -0.94722 -2.31739
O -0.27277 -0.08158 -1.79419
H 2.62351 4.18189 -0.41442
H 3.92758 5.39133 1.29231
H 3.35007 5.16513 3.70699
H 1.53285 3.63110 4.36228
H -0.05341 2.06971 3.97008
H -2.53455 0.73304 2.61836
H -1.35927 0.22116 3.85578
H -2.23493 -1.69354 2.43128
H -0.47201 -1.49536 2.33884
H -2.53654 -2.58065 0.36530
H -3.36574 -3.37641 -1.58262
H -3.38237 -3.62925 -4.03685
H -1.89253 -2.18106 -5.40867
H -0.42762 -0.52361 -4.32847
Cl 2.10402 -0.24260 1.33819
C 3.39522 0.51941 0.38041
Cl 3.03869 0.57482 -1.34834
H 4.29353 -0.07231 0.51259
H 3.52492 1.53684 0.73394
C -5.68706 3.71940 -3.39611
C -4.50332 3.09178 -2.71207
C -3.47869 2.50343 -3.46055
C -2.40073 2.03839 -2.74131
N -2.34036 2.07352 -1.41354
C -3.40770 2.59634 -0.74190
S -3.38339 2.57344 0.95105
N -4.47334 3.14274 -1.39581
H -5.35052 4.42039 -4.16228
H -6.29432 4.24623 -2.66392
H -6.29719 2.95688 -3.88517
H -3.52038 2.43655 -4.53879
H -1.52926 1.63039 -3.24290
O 0.90435 -5.16491 0.21688
C 0.93861 -3.93199 -0.30774
O 0.69752 -2.94072 0.31848
C 1.26553 -3.89478 -1.80618
N 1.77949 -5.20692 -2.24086
C 3.25291 -5.10323 -2.37207
C 3.62263 -3.73113 -1.79292
C 2.37860 -2.89188 -2.08172
H 0.33518 -3.62698 -2.31231
H 1.35683 -5.49172 -3.11138
H 1.16558 -5.75291 -0.52622
H 3.55542 -5.15920 -3.42119
H 3.73830 -5.92224 -1.83892
H 4.52694 -3.33078 -2.24888
H 3.78006 -3.79870 -0.71378
H 2.35425 -2.59528 -3.13254
H 2.27959 -2.00156 -1.46679
*
```

The energy above the lowest of the compared OMol25 structures with the same formula, charge and spin comes out at 34.1 kcal/mol. Its HOMO energy is -4.1 eV.

=====

Entry 3:
Density functional theory data (the ωB97M-V functional and the def2-TZVPD basis) for C27H30Cl2N6O3Tl as an isolated structure.

Geometry as ORCA input:
```
! RIJCOSX wB97M-V def2-TZVPD def2/J DEFGRID3
* xyz 1 1
Tl -0.83807 -0.31267 -0.09534
O 0.77470 3.37099 -0.61803
C -0.11512 2.59162 -0.39559
N -0.16419 1.62675 0.59327
C 0.70834 1.70660 1.64814
O 1.49453 2.59890 1.86615
C 0.62775 0.56425 2.64012
C 1.30505 0.66870 3.84595
C 1.27641 -0.40947 4.71047
C 0.60945 -1.56319 4.32725
C -0.03330 -1.58200 3.10144
N -0.05388 -0.52508 2.29191
C -1.38254 2.61275 -1.22301
C -1.72980 3.75820 -1.91834
C -2.94122 3.77749 -2.58936
C -3.74276 2.64730 -2.55343
C -3.29374 1.53377 -1.86335
N -2.14152 1.51290 -1.20206
H 1.83352 1.58164 4.07132
H 1.78108 -0.36018 5.66465
H 0.58931 -2.43778 4.95847
H -0.52283 -2.47613 2.74642
H -1.05516 4.59813 -1.90493
H -3.25603 4.65902 -3.12881
H -4.69418 2.61457 -3.06220
H -3.87034 0.61987 -1.85454
C -4.20562 -1.80089 -0.58469
N -3.36101 -1.35524 0.52518
C -4.15133 -0.62657 1.50832
C -2.75026 -2.52956 1.14810
C -1.71089 -3.15802 0.25241
C -1.64383 -4.54059 0.12782
C -0.66438 -5.13126 -0.65571
C 0.25933 -4.34509 -1.32425
C 0.20551 -2.96158 -1.21362
C -0.78385 -2.37986 -0.43769
H -4.95371 -2.52266 -0.23389
H -3.59479 -2.27787 -1.34869
H -4.73802 -0.96452 -1.03560
H -4.93547 -1.25736 1.94990
H -4.62422 0.23062 1.03530
H -3.50340 -0.26391 2.30723
H -3.51120 -3.28082 1.41149
H -2.29931 -2.20249 2.08923
H -2.36527 -5.15826 0.64570
H -0.62445 -6.20736 -0.74417
H 1.02358 -4.80652 -1.93325
H 0.93534 -2.34457 -1.72034
Cl -2.12228 -0.51923 -4.22412
C -0.40422 -0.28408 -4.55106
Cl 0.47445 0.24355 -3.10078
H -0.29072 0.48474 -5.31033
H 0.01871 -1.23488 -4.86628
N 1.88561 -0.19509 -0.39785
C 2.93009 0.27172 -0.22654
N 4.08749 0.82323 -0.03863
C 4.51104 1.27927 1.28481
C 4.83509 2.76483 1.20165
O 5.78297 3.00418 0.18251
C 5.24480 2.67974 -1.07889
C 4.95139 1.18735 -1.16182
H 5.39261 0.70563 1.58596
H 3.70090 1.09529 1.99035
H 5.28458 3.10508 2.13475
H 3.91838 3.33589 1.01147
H 5.98934 2.96227 -1.82357
H 4.32430 3.25254 -1.25358
H 5.87750 0.60910 -1.09300
H 4.43970 0.93627 -2.09039
*
```

The energy above the lowest of the compared OMol25 structures with the same formula, charge and spin comes out at 1.0 kcal/mol. Its HOMO energy is -11.4 eV.

=====

- Look up the HOMO of the first one.
  -11.1 eV

=====

- What is the formula in the third record?
  C27H30Cl2N6O3Tl